Entry 1:
Below is 2 unconnected molecules or ions with the total composition C10H7N10O2 at a distorted geometry, with properties calculated with ωB97M-V/def2-TZVPD.

Structure (XYZ):
```
29
Properties=species:S:1:pos:R:3:forces:R:3:nbo_charge:R:1
O -2.82160 0.78552 -1.82514 1.4 2.1 0.0 -0.3858
N -2.14525 1.84297 -1.83861 -2.7 0.4 0.1 0.5085
C -0.72848 1.76436 -1.78021 0.7 -0.1 -0.1 -0.0998
C -0.13724 0.50766 -1.74556 -1.3 -1.2 -2.3 0.2174
N 1.18867 0.49659 -2.06145 1.6 0.3 -0.1 -0.2168
N 1.98309 -0.61612 -2.22401 1.0 1.1 -0.2 -0.0628
N 3.17298 -0.16168 -2.55172 -2.0 0.5 0.4 -0.0422
N 3.19566 1.19663 -2.64127 -0.8 -0.3 0.2 -0.3259
C 1.95544 1.61936 -2.35364 0.6 -1.8 0.4 0.3085
C 1.36026 2.89457 -2.32422 -0.6 0.0 0.4 -0.2829
C 0.02105 2.94933 -2.02992 0.7 0.1 0.1 -0.1323
O -2.67142 2.99767 -1.91248 1.0 -2.5 0.1 -0.4368
H -0.68733 -0.40803 -2.01282 0.5 1.2 0.1 0.2854
H 2.00517 3.74285 -2.49835 -0.3 0.1 -0.1 0.2353
H -0.50509 3.89282 -2.02687 0.0 -0.1 0.0 0.2487
N -0.85259 -3.00234 4.14190 -0.8 -1.1 -0.3 -0.8068
C -0.34317 -2.01217 3.38390 -0.1 1.0 -2.8 0.3876
N 0.39502 -1.03685 3.90687 0.3 0.3 0.1 -0.5603
C 0.88524 -0.07175 3.09613 -0.6 -0.5 -1.9 0.2225
N 0.71257 0.07102 1.74829 0.8 1.2 1.9 -0.5141
C -0.06822 -0.83252 1.18088 -1.6 -3.0 1.7 0.2941
C -0.60927 -1.95712 1.97065 0.9 1.5 -0.3 -0.0350
N -1.31083 -2.77562 1.15649 -0.3 0.3 -2.3 -0.5445
C -1.22340 -2.16577 -0.08966 0.4 -0.2 2.4 0.1640
N -0.50899 -0.98987 -0.10204 0.2 -0.7 1.2 -0.5586
H -1.42371 -3.74005 3.72123 0.6 0.8 0.2 0.4068
H -0.63912 -3.04115 5.10502 0.2 0.0 0.7 0.3863
H 1.49151 0.69355 3.57746 -0.1 -0.2 -0.1 0.1603
H -1.69097 -2.64385 -0.97087 0.4 0.6 0.6 0.1791
```
Forces are in eV/Å.

## Properties
Frontier orbital gap ... 0.2249 Ha
Molar mass ... 299.23 u
Energy relative to the best compared isomer or geometry (same formula, charge and spin) ... 1.017 eV
Total charge ... -1
Max |F| ... 3.8 eV/Å

=====

Entry 2:
Below is 2 unconnected molecules or ions with the total composition C11H24O3 at a distorted geometry, with properties calculated with ωB97M-V/def2-TZVPD.

Structure (XYZ):
```
38
Properties=species:S:1:pos:R:3:forces:R:3:nbo_charge:R:1
C -0.18135 -2.38606 0.52460 -0.5 1.3 2.3 -0.6006
C 1.82940 -2.06832 -0.79750 1.3 0.2 1.4 -0.5856
C 0.84795 0.74569 -2.63214 -1.5 -1.3 0.8 -0.6123
C -0.93953 1.67084 -1.08622 1.7 0.1 -3.8 -0.5808
C 0.25105 1.53283 1.87324 0.9 0.5 -0.1 -0.6225
C 2.57727 0.63794 1.29430 -0.1 0.4 -3.1 -0.6066
C 0.43536 -1.48169 -0.52449 1.7 1.4 1.1 -0.3210
C 0.51563 1.09761 -1.17989 -0.4 -0.6 0.7 -0.3139
C 1.02991 0.36705 1.24126 -0.2 -2.2 -0.1 -0.3160
C 0.58741 -0.00253 -0.17766 0.1 -0.4 1.3 0.2260
C -2.80158 0.09028 0.47094 -2.0 -0.6 0.1 0.7543
O -2.58224 0.13335 1.81158 -0.3 -1.3 0.4 -0.7363
O -3.89027 0.93910 0.04354 1.4 -0.9 0.5 -0.7544
O -3.01928 -1.24718 0.08189 -2.7 2.0 -2.3 -0.7450
H -1.03075 -1.90596 1.10313 1.0 -0.6 -0.9 0.2070
H -0.49259 -3.34906 0.19579 -0.4 -0.6 -0.8 0.2158
H 0.58496 -2.62003 1.29276 -0.3 0.2 -0.3 0.1985
H 2.26138 -1.64498 -1.68003 0.4 0.3 -0.5 0.2018
H 1.57876 -3.06995 -1.00292 0.4 -1.7 -0.4 0.1993
H 2.63775 -2.07478 0.05748 -1.9 0.3 -1.4 0.2008
H 1.79540 0.32074 -2.84299 1.2 -0.4 0.4 0.2072
H 0.11316 -0.04695 -3.02281 0.6 1.8 0.1 0.2026
H 0.88177 1.73339 -3.00885 -0.6 0.7 -1.8 0.2162
H -1.63862 0.92772 -1.51414 0.2 0.7 0.2 0.2097
H -1.10075 1.86878 -0.09909 -1.0 0.5 2.3 0.1997
H -0.90616 2.63610 -1.65729 -0.6 -0.7 0.2 0.1944
H 0.68225 1.66286 2.91838 -0.4 0.7 -1.5 0.2120
H 0.23779 2.37462 1.11612 0.9 -0.2 1.6 0.1982
H -0.80616 1.38746 1.98846 -0.3 -0.8 0.2 0.2306
H 2.85830 0.97545 2.25912 0.5 0.8 0.7 0.2072
H 2.87721 1.33687 0.39642 -0.7 -0.5 2.1 0.1979
H 3.24928 -0.18566 1.01228 -0.7 -0.4 0.5 0.2110
H -0.02499 -1.52591 -1.47464 -1.1 -0.3 -0.9 0.2066
H 1.17114 1.92998 -0.84388 -0.1 -0.5 -0.2 0.1988
H 0.78829 -0.58572 1.83664 0.6 1.4 -0.4 0.2057
H -2.75340 -0.79439 2.15189 0.2 1.4 -0.4 0.4959
H -3.80989 1.80590 0.48745 0.1 -0.7 -0.2 0.4955
H -3.81386 -1.18538 -0.61272 2.5 -0.3 2.1 0.5022
```
Forces are in eV/Å.

## Properties
Frontier orbital gap (alpha / beta) ... 0.2444 / 0.3140 Ha
Molar mass ... 204.31 u
Energy relative to the best compared isomer or geometry (same formula, charge and spin) ... 1.266 eV
Total charge ... 0
Max |F| ... 4.1 eV/Å

=====

Entry 3:
Below is 2 unconnected molecules or ions with the total composition C27H27F17O5S at a distorted geometry, with properties calculated with ωB97M-V/def2-TZVPD.

Structure (XYZ):
```
77
Properties=species:S:1:pos:R:3:forces:R:3:mulliken_charge:R:1
C -2.06869 2.54927 2.08301 0.2 -0.1 -0.4 -1.4255
C -1.70008 1.40800 1.49387 -0.5 0.5 0.5 -0.4153
C -2.03997 0.04399 2.03330 -0.3 0.4 -0.8 -0.5277
O -2.53890 0.20186 3.38301 -0.1 -0.3 -0.2 -0.4515
S -3.34010 -1.08432 3.85012 -0.5 -0.2 0.7 1.3554
O -3.58611 -0.91760 5.24955 0.2 0.2 -0.2 -0.7448
O -4.45751 -1.31740 2.98710 0.2 0.1 -0.2 -0.6930
C -2.10897 -2.38319 3.65165 0.6 -0.3 -0.4 -0.5473
C -2.64218 -3.59550 2.88323 -0.4 -0.2 0.4 -0.4447
C -2.09243 -4.92877 3.43568 -0.1 0.0 -0.5 -1.2606
C -0.73997 -1.85579 3.15265 0.1 0.4 0.3 -0.3881
C -0.01135 -1.31676 4.39619 0.2 -0.5 0.0 -1.6769
O 1.09932 -0.51129 4.00299 -0.3 -0.1 0.0 -0.2492
C 1.57519 0.37730 4.91666 0.1 0.2 0.1 0.6472
C 1.76998 -0.08586 6.33059 -0.3 -0.1 0.3 -0.9464
O 1.87311 1.47569 4.56416 0.2 0.2 -0.3 -0.5419
C -0.78027 -0.83158 2.00964 -0.3 0.0 -0.6 1.2707
C -0.66427 -1.47018 0.60164 0.0 -0.2 0.4 -1.0832
C 0.78648 -1.53353 0.08566 -0.3 0.1 0.4 -1.9561
C 1.04824 -0.77845 -1.21804 0.3 0.0 0.1 1.5581
F -0.09331 -0.33804 -1.81546 0.2 -0.1 0.0 -0.3645
F 1.81461 0.32291 -0.95942 -0.2 -0.2 -0.1 -0.3441
C 1.80098 -1.66165 -2.24595 -0.3 0.2 0.0 0.3982
F 2.99986 -1.98913 -1.71786 -0.2 0.0 -0.1 -0.3078
F 1.07018 -2.79225 -2.41121 0.3 0.1 0.1 -0.3211
C 1.96603 -1.00537 -3.65635 -0.4 -0.1 -0.3 0.5765
F 2.12031 0.32443 -3.55988 0.1 -0.1 0.0 -0.2790
F 0.81376 -1.22298 -4.32653 0.1 0.0 0.1 -0.3348
C 3.10419 -1.63540 -4.53058 0.1 -0.3 0.2 0.6379
F 3.18240 -2.94259 -4.20140 0.0 0.1 -0.1 -0.3052
F 2.74585 -1.56068 -5.82591 0.1 0.1 0.1 -0.3205
C 4.52382 -1.00005 -4.35498 0.0 0.0 0.2 0.6452
F 5.45313 -1.96873 -4.35975 0.0 0.1 0.0 -0.2994
F 4.58607 -0.39209 -3.15248 0.0 0.0 -0.1 -0.3027
C 4.90276 0.05953 -5.42459 0.4 0.1 0.0 0.4570
F 3.94524 0.99506 -5.47552 0.0 -0.1 0.0 -0.2740
F 6.03335 0.65219 -4.97205 -0.1 -0.1 0.0 -0.3471
C 5.18963 -0.48694 -6.87257 -0.5 0.4 -0.3 0.8386
F 4.20148 -0.05214 -7.68490 0.1 -0.1 0.1 -0.2991
F 5.20669 -1.82919 -6.91533 0.1 0.1 0.1 -0.2921
C 6.51007 0.03981 -7.49514 -0.1 -0.4 -0.2 0.5925
F 6.57362 -0.41968 -8.74224 0.0 -0.1 -0.2 -0.2551
F 7.57155 -0.40451 -6.83956 0.2 0.0 0.2 -0.2343
F 6.51243 1.36191 -7.53646 0.0 0.3 0.1 -0.2428
H -1.46313 3.43783 1.94682 -0.5 0.2 -0.7 0.3404
H -2.96377 2.65084 2.68294 0.5 -0.3 0.8 0.3357
H -1.13586 1.44931 0.56728 0.8 -0.2 0.4 0.4507
H -2.82398 -0.40825 1.41693 -0.1 -0.2 0.2 0.6434
H -1.93711 -2.70005 4.68144 -0.2 0.0 0.1 0.4793
H -3.72561 -3.60456 2.98644 0.0 0.0 -0.1 0.5196
H -2.44264 -3.52643 1.81698 0.0 0.2 0.0 0.2612
H -2.91428 -5.61717 3.62340 0.0 0.0 0.1 0.3657
H -1.45394 -5.41563 2.69940 0.2 0.0 0.1 0.3100
H -1.53626 -4.80205 4.36248 0.1 0.0 0.0 0.3267
H -0.18351 -2.72674 2.79621 0.0 0.0 0.0 0.5514
H -0.70652 -0.76977 5.03567 0.1 0.3 -0.1 0.6974
H 0.35230 -2.17429 4.97052 -0.1 0.0 0.0 0.4494
H 1.36764 -1.07238 6.53850 0.1 -0.1 0.0 0.3017
H 2.83458 -0.07663 6.55357 0.0 0.0 -0.1 0.3193
H 1.28733 0.62782 6.99623 0.0 0.0 0.0 0.3040
H 0.06394 -0.15158 2.09511 0.0 -0.1 0.3 0.9043
H -1.32067 -0.92853 -0.07441 0.2 0.0 -0.2 0.8562
H -1.05483 -2.48648 0.64061 -0.1 0.0 -0.1 0.0477
H 1.10431 -2.57076 0.01482 0.0 0.0 -0.3 0.4695
H 1.44173 -1.07863 0.82844 0.1 0.0 -0.1 0.5561
C -4.54571 6.36113 -1.78310 0.0 0.0 0.0 -0.3283
C -3.61316 5.34259 -1.64649 0.0 0.0 0.0 -0.5739
C -3.64097 4.51931 -0.52922 0.0 0.0 0.0 0.0513
C -4.60652 4.71116 0.44931 0.0 0.0 0.0 -0.2930
C -5.53965 5.72943 0.31191 0.0 0.0 0.0 -0.4524
C -5.50821 6.55569 -0.80258 0.0 0.0 0.0 -0.4173
H -4.52192 7.00404 -2.65348 0.0 0.0 0.0 0.3590
H -2.86274 5.19029 -2.41157 0.0 0.0 0.0 0.3604
H -2.90909 3.73009 -0.41926 0.0 0.0 0.0 0.3054
H -4.63106 4.06957 1.32058 0.0 0.0 0.0 0.2784
H -6.29267 5.87896 1.07487 0.0 0.0 0.0 0.3620
H -6.23426 7.35155 -0.90691 0.0 0.0 0.0 0.3570
```
Forces are in eV/Å.

## Properties
Frontier orbital gap ... 0.3551 Ha
Molar mass ... 786.54 u
Total charge ... 0
SMILES string ... C=C[C@@H]1OS(=O)(=O)[C@@H](CC)[C@H](COC(C)=O)[C@H]1CCC(F)(F)C(F)(F)C(F)(F)C(F)(F)C(F)(F)C(F)(F)C(F)(F)C(F)(F)F.c1ccccc1
Max |F| ... 1.0 eV/Å